No. 1
13
Properties=species:S:1:pos:R:3:mulliken_spin:R:1 method="wB97M-V/def2-TZVPD" total_charge=-1 spin_multiplicity=2 homo_ev="-2.27 / -2.57" lumo_energy_ev="1.528 / 1.523"
C 1.5877 0.6181 1.1122 0.00
C 0.0941 0.6807 1.4707 0.00
O -0.6899 -0.1836 0.7248 0.00
C -0.3101 -1.6596 -1.6206 0.83
O 0.0640 -0.6664 -2.2767 0.06
O -1.5123 -1.9881 -1.5774 0.07
O 2.3922 1.3481 1.9505 0.00
Na -2.0023 0.4453 -1.3435 0.03
H 1.6548 0.9550 0.0458 0.00
H 1.8515 -0.4687 1.1064 0.00
H -0.2058 1.7526 1.3624 0.00
H 0.0120 0.4829 2.5654 0.00
Li 2.0085 2.6700 2.9874 0.00



No. 2
20
Properties=species:S:1:pos:R:3:lowdin_charge:R:1 method="wB97M-V/def2-TZVPD" total_charge=+2 relative_energy_ev=7.4025 homo_ev=-17.63 lumo_energy_ev=-9.733
C 1.5168 0.7831 0.8893 -0.36
C 2.2172 0.0083 -0.2213 0.04
C -2.4396 -1.0999 -1.1092 0.02
C -1.1773 -0.5542 -0.1035 -0.09
N 2.1658 1.1876 2.0002 0.21
N 0.2276 1.1197 0.8378 0.07
N -0.5534 0.7439 -0.3890 0.01
H 3.2460 0.0740 0.0324 0.09
H 2.0631 -1.0387 -0.3379 0.09
H 1.9354 0.5049 -1.1446 0.09
H -2.2078 -2.2453 -1.2165 0.19
H -3.0355 -0.5626 -0.1342 0.29
H -3.5806 -1.1242 -1.2281 0.21
H -1.4832 -0.7174 0.9577 0.16
H -2.2305 -0.6544 -2.0991 0.14
H -0.3349 -1.2954 -0.1285 0.15
H 3.1435 0.9460 2.0741 0.14
H 1.6705 1.6846 2.7273 0.14
H -1.2349 1.4783 -0.1430 0.20
H 0.0919 0.7619 -1.2640 0.21